Entry 1:
{
  "formula": "C16H27N3O4S",
  "method": "wB97M-V/def2-TZVPD",
  "elements": ["C", "C", "C", "C", "N", "C", "C", "C", "C", "N", "C", "C", "C", "O", "C", "N", "C", "S", "H", "H", "H", "H", "H", "H", "H", "H", "H", "H", "H", "H", "H", "H", "H", "C", "O", "H", "H", "H", "H", "C", "O", "H", "H", "H", "H", "C", "O", "H", "H", "H", "H"],
  "positions_angstrom": [[-0.342273, 1.474304, -4.866860], [1.004478, 1.645881, -4.656936], [1.549313, 2.257589, -3.399370], [0.666110, 1.875166, -2.229335], [0.645549, 0.602290, -1.925110], [-0.131467, 0.225611, -0.875756], [-0.157937, -1.128433, -0.489933], [-0.915382, -1.533166, 0.567305], [-1.704157, -0.597802, 1.285106], [-2.497037, -1.030112, 2.377647], [-3.957560, -0.961514, 2.094710], [-4.377367, -1.241151, 0.655045], [-1.680578, 0.722514, 0.925513], [-2.433456, 1.622455, 1.643807], [-0.898537, 1.171780, -0.167518], [-0.910668, 2.490793, -0.498086], [-0.133486, 2.809488, -1.494429], [-0.132099, 4.541947, -1.975463], [-0.975092, 0.816169, -4.279448], [-0.819989, 2.008932, -5.686743], [1.703360, 1.294453, -5.413333], [1.666672, 3.329610, -3.496052], [2.517194, 1.795449, -3.172333], [0.452137, -1.829682, -1.043186], [-0.910781, -2.582246, 0.834253], [-2.262564, -2.007103, 2.523463], [-4.268821, 0.057239, 2.326511], [-4.452427, -1.643043, 2.784951], [-3.855483, -2.084570, 0.201516], [-5.447274, -1.463199, 0.655392], [-4.259921, -0.368887, 0.012993], [-2.074780, 1.634995, 2.539924], [0.735132, 5.029620, -1.077925], [4.137635, 4.617796, -5.173091], [3.143872, 3.668759, -5.545862], [4.694495, 4.198769, -4.338506], [4.827836, 4.810464, -5.998411], [3.682032, 5.560489, -4.858209], [2.648744, 4.036745, -6.282883], [-0.440349, -4.487483, 4.196358], [-1.372893, -3.554194, 3.648228], [0.558158, -4.117075, 3.992700], [-0.576062, -4.572149, 5.276841], [-0.556936, -5.468713, 3.731469], [-2.262405, -3.874509, 3.823619], [3.627822, -3.364981, 5.717886], [2.816366, -3.579767, 4.567088], [4.337413, -4.185838, 5.777881], [4.177827, -2.424054, 5.639235], [3.022194, -3.350618, 6.627880], [2.193442, -2.849018, 4.517455]],
  "forces_ev_per_angstrom": [[0.4, 0.2, -0.2], [-0.9, 0.1, 0.1], [0.3, -2.6, 1.1], [0.0, 0.1, 0.0], [-0.1, 0.2, 0.2], [0.1, 0.2, -0.3], [0.2, -0.2, 0.0], [0.2, 0.3, -0.3], [0.1, -0.4, 0.2], [-0.3, -0.5, -0.7], [0.3, 0.7, 0.0], [-0.4, -0.1, 0.0], [-0.2, 0.2, 0.3], [0.2, 0.2, -0.2], [-0.4, -0.1, 0.3], [0.5, -0.5, -0.3], [0.1, 0.5, 0.1], [-0.2, 0.2, -0.3], [-0.3, 1.4, 1.2], [0.3, -1.6, -1.2], [0.1, 1.8, -0.7], [-0.1, 0.0, -0.3], [0.2, 0.4, 0.0], [0.0, 0.0, -0.1], [-0.2, 0.0, 0.2], [0.1, 0.2, 0.3], [-0.2, -0.1, 0.2], [0.0, 0.0, 0.1], [0.0, 0.0, 0.1], [0.0, -0.1, -0.1], [0.2, 0.0, 0.0], [-0.2, -0.1, 0.1], [0.0, -0.3, 0.2], [-0.2, 0.0, -0.2], [0.2, 0.1, 0.0], [0.0, 0.0, 0.0], [0.1, 0.0, 0.1], [0.1, 0.0, 0.0], [-0.1, -0.1, 0.0], [-0.3, 0.0, 0.0], [0.0, -0.1, -0.1], [0.0, -0.1, 0.0], [0.1, -0.1, 0.0], [0.1, 0.0, 0.1], [0.0, -0.1, 0.1], [-0.1, 0.1, -0.1], [0.1, 0.0, 0.1], [0.0, 0.0, 0.0], [0.1, 0.0, 0.1], [0.1, 0.0, 0.0], [0.0, 0.0, -0.1]],
  "mulliken_charge": [-0.82, -0.33, -0.52, 0.27, -0.51, -0.09, -1.18, -0.51, 0.08, -0.23, -0.50, -1.00, 0.93, -0.60, 0.66, -0.52, 0.37, -0.28, 0.30, 0.24, 0.41, 0.35, 0.24, 0.47, 0.45, 0.30, 0.23, 0.48, 0.27, 0.38, 0.27, 0.32, 0.14, -0.61, -0.42, 0.22, 0.27, 0.28, 0.26, -0.45, -0.47, 0.08, 0.26, 0.29, 0.24, -0.55, -0.49, 0.21, 0.26, 0.26, 0.28],
  "molar_mass_g_mol": 357.48,
  "e_above_lowest_kcal_mol": 120.3,
  "smiles": "C=CCc1nc2ccc(NCC)c(O)c2nc1S.CO.CO.CO",
  "e_homo_ev": -7.60,
  "homo_lumo_gap_ha": 0.28115,
  "spin_multiplicity": 1,
  "largest_force_ev_per_a": 2.81
}



Entry 2:
{
  "formula": "C27H54NdOP2Si",
  "method": "wB97M-V/def2-TZVPD",
  "elements": ["Nd", "C", "C", "C", "C", "C", "C", "H", "H", "H", "C", "H", "H", "H", "C", "H", "H", "H", "C", "H", "H", "H", "C", "H", "H", "H", "C", "C", "C", "C", "C", "C", "C", "C", "H", "H", "H", "H", "H", "H", "H", "H", "H", "H", "H", "H", "P", "C", "H", "H", "H", "C", "H", "H", "H", "C", "H", "H", "H", "P", "C", "H", "H", "H", "C", "H", "H", "H", "C", "H", "H", "H", "C", "Si", "C", "C", "O", "H", "H", "H", "H", "H", "H", "H", "H", "H"],
  "positions_angstrom": [[0.060127, -0.145387, 0.002301], [2.448156, -0.120350, 1.101226], [1.851292, 0.970971, 1.766944], [0.688101, -0.932583, 2.377014], [1.800027, -1.333042, 1.535309], [0.751471, 0.467112, 2.537569], [3.644727, -0.072521, 0.223104], [3.611807, 0.848770, -0.359668], [3.623951, -0.924936, -0.463308], [4.559159, -0.113919, 0.832840], [2.442115, -2.655211, 1.357901], [3.336991, -2.499190, 0.761551], [1.717687, -3.286964, 0.869069], [2.801451, -3.046957, 2.311345], [-0.320075, -1.775149, 3.051998], [-0.045402, -1.920734, 4.101337], [-0.400802, -2.739665, 2.550411], [-1.277040, -1.251369, 3.015833], [-0.031223, 1.213505, 3.542618], [0.449245, 1.248099, 4.534649], [-1.006728, 0.741923, 3.671346], [-0.182439, 2.221584, 3.156523], [2.488864, 2.298084, 1.887135], [3.387420, 2.277881, 2.532225], [1.793080, 3.041543, 2.266289], [2.793391, 2.628296, 0.892974], [-0.260752, 2.991222, -1.992672], [0.970256, 3.198638, -1.508277], [1.456708, 4.603422, -1.259777], [0.868564, 5.415806, -0.059635], [-0.211684, 4.764874, 0.764631], [-1.433117, 4.598981, 0.259491], [-1.733604, 5.031298, -1.159715], [-1.142479, 4.172089, -2.319450], [1.308462, 5.245327, -2.148530], [0.536614, 6.398488, -0.455291], [2.544331, 4.570390, -1.083636], [-0.618407, 4.885363, -2.983503], [-0.649637, 1.988533, -2.252505], [1.699543, 2.381373, -1.357114], [-2.008687, 3.809047, -2.895184], [-2.824862, 4.983707, -1.302838], [-2.257823, 4.076932, 0.767256], [-1.426702, 6.082375, -1.333286], [1.723768, 5.595358, 0.610985], [0.136443, 4.391434, 1.738729], [0.968045, -1.074984, -2.558469], [1.853471, -2.639953, -2.366227], [2.072511, -3.137354, -3.310375], [1.227876, -3.295559, -1.762231], [2.778570, -2.520108, -1.799295], [-0.434104, -1.446412, -3.633504], [-0.144600, -1.995221, -4.528517], [-0.931858, -0.523530, -3.937734], [-1.182631, -2.025027, -3.086900], [2.153605, -0.086135, -3.474254], [1.698397, 0.849647, -3.793367], [2.542389, -0.637343, -4.328223], [2.977019, 0.174056, -2.804228], [-2.820654, 0.160392, 0.244974], [-3.298888, 0.908804, 1.827881], [-4.282893, 1.366911, 1.831447], [-2.555430, 1.664315, 2.083907], [-3.272260, 0.171821, 2.634911], [-3.687476, 0.823250, -1.198593], [-3.676940, 1.908919, -1.262947], [-4.711940, 0.469726, -1.289837], [-3.143727, 0.481665, -2.083895], [-3.594541, -1.473485, 0.422328], [-4.652627, -1.388003, 0.677897], [-3.072085, -2.016435, 1.210885], [-3.479232, -2.077603, -0.477383], [0.194884, -4.910501, 1.986878], [-0.395549, -4.050071, 0.320761], [0.542071, -5.267720, -0.751871], [-2.179866, -4.488607, 0.324216], [-0.433916, -2.420128, -0.137412], [0.004557, -5.990566, 1.830819], [-0.373654, -4.651526, 2.889672], [1.260347, -4.852687, 2.259219], [0.248252, -6.260745, -0.360822], [0.184731, -5.207480, -1.786397], [1.640852, -5.248934, -0.759683], [-2.723942, -4.055369, 1.162315], [-2.563075, -4.004574, -0.572441], [-2.397981, -5.557893, 0.270280]],
  "forces_ev_per_angstrom": [[-0.2, -1.6, 0.2], [-0.7, -1.1, 1.1], [-0.7, -0.8, 0.5], [1.8, 0.0, -0.6], [0.0, 2.0, 1.0], [1.2, -0.2, -0.4], [0.0, 0.0, 0.0], [0.4, 0.0, -0.1], [0.3, 0.2, 0.0], [0.0, 0.1, -0.4], [-0.2, 0.5, -0.3], [0.0, -0.4, -0.3], [0.6, -0.7, 0.0], [-0.4, -0.2, 0.0], [0.0, -0.3, 0.0], [-0.2, -0.1, 0.0], [-0.2, 0.3, 0.4], [-0.2, -0.3, 0.2], [-0.5, 0.4, 0.0], [-0.1, 0.1, -0.4], [0.0, 0.2, 0.2], [-0.2, 0.2, 0.4], [0.1, 0.6, -0.4], [-0.4, 0.0, -0.2], [0.1, 0.1, 0.2], [0.3, 0.3, 0.0], [0.3, 0.1, 0.1], [-0.2, -0.2, -0.2], [0.8, 0.2, 0.0], [0.4, 0.3, 0.5], [0.2, -0.3, -0.2], [0.0, -0.4, -0.3], [-0.7, 0.3, 0.2], [-0.6, -0.1, -0.6], [0.1, -0.6, 0.1], [0.1, -0.5, 0.4], [-0.4, 0.0, -0.3], [0.0, -0.6, 0.2], [0.3, 0.4, 0.1], [-0.5, 0.3, 0.0], [0.4, 0.1, 0.0], [0.3, 0.3, 0.2], [0.6, 0.3, 0.1], [-0.2, -0.5, 0.3], [-0.4, 0.2, -0.2], [-0.7, 0.2, -0.3], [0.5, -0.2, 0.3], [-0.2, -0.5, 0.3], [0.0, 0.1, -0.1], [0.0, 0.1, -0.2], [0.0, 0.2, -0.1], [-0.4, 0.0, -0.3], [0.0, 0.0, -0.1], [0.1, 0.1, -0.1], [0.2, -0.1, 0.1], [0.1, 0.3, -0.4], [0.0, 0.1, -0.2], [0.1, 0.1, -0.1], [0.0, -0.1, -0.1], [-0.3, -0.8, 0.4], [0.0, 0.7, 0.2], [-0.2, 0.0, -0.1], [-0.2, 0.2, 0.0], [0.0, -0.2, -0.3], [-0.2, 0.4, -0.4], [0.0, 0.1, 0.2], [-0.1, 0.0, 0.1], [0.0, -0.1, 0.0], [0.1, -0.3, 0.0], [0.0, 0.1, 0.0], [-0.1, 0.1, 0.0], [0.0, 0.2, 0.0], [0.0, 0.3, 0.3], [0.1, -0.1, 0.8], [-0.2, -0.2, -0.8], [-0.6, -0.2, -0.5], [0.8, -0.1, 0.7], [-0.1, 0.5, -0.2], [0.1, 0.0, -0.2], [-0.4, 0.1, -0.2], [0.1, 0.5, -0.2], [0.2, -0.2, -0.1], [-0.3, 0.2, 0.1], [0.1, -0.1, 0.1], [-0.3, -0.2, -0.2], [0.1, 0.1, 0.1]],
  "mulliken_charge": [0.02, -0.08, 1.01, 0.45, 0.98, 0.33, -1.62, 0.26, 0.32, 0.33, -0.77, 0.53, -0.60, 0.28, -0.32, 0.47, -0.89, 0.02, -1.42, 0.25, 0.34, 0.24, -1.41, 0.25, 0.51, 0.19, 0.13, 0.13, -1.32, -0.98, -0.23, -0.36, -0.80, -1.29, 0.45, 0.40, 0.42, 0.39, 0.43, 0.41, 0.38, 0.37, 0.42, 0.37, 0.31, 0.46, 1.15, -0.54, 0.62, -0.64, 0.28, -1.22, 0.44, 0.35, 0.24, -1.28, 0.36, 0.46, 0.29, 1.03, -1.28, 0.49, 0.16, 0.39, -1.13, 0.31, 0.46, 0.26, -1.19, 0.61, 0.02, 0.28, -1.45, 1.25, -1.48, -1.40, -0.08, 0.53, 0.44, 0.34, 0.41, 0.38, 0.38, 0.34, 0.21, 0.46],
  "charge": 1,
  "molar_mass_g_mol": 629.00,
  "e_above_lowest_kcal_mol": 0.0,
  "e_homo_ev": [-10.43, -10.44],
  "homo_lumo_gap_ha": [0.29091, 0.29558],
  "s2": 3.7559,
  "spin_multiplicity": 4,
  "largest_force_ev_per_a": 2.24
}